(w)
ORCA calculation (ωB97M-V with the def2-TZVPD basis set) on a cluster of 3 separate species, C3H12NO4 in total.

Its total charge is 0. Its expectation value of S² is 0.750. Its spin multiplicity is 2. The calculation puts the frontier orbital gap (alpha / beta) at 3.277 / 11.260 eV.

```
20
C3H12NO4 | the OMol25 dataset | ωB97M-V with the def2-TZVPD basis set
C 0.359 -0.725 0.190
C 1.484 -0.516 -0.753
C 1.357 0.878 -1.332
O 2.454 1.076 -2.170
O 0.466 1.743 -1.101
N -0.951 -0.481 -0.460
H 0.518 -1.736 0.573
H 0.490 -0.055 1.063
H 1.552 -1.226 -1.576
H 2.524 -0.635 -0.344
H 2.592 1.902 -2.631
H -1.536 -0.402 0.404
H -1.322 -1.355 -0.845
H -1.013 0.421 -0.967
H -2.271 -2.291 2.238
H -1.507 -1.572 3.341
O -1.442 -1.830 2.414
H -1.815 2.539 0.191
H -0.602 2.382 1.067
O -1.337 1.882 0.699
```

---

(x)
ORCA calculation (ωB97M-V with the def2-TZVPD basis set) on a cluster of 3 separate species, C3H12NO4 in total.

Its total charge is 0. Its expectation value of S² is 0.754. Its spin multiplicity is 2. The calculation puts the frontier orbital gap (alpha / beta) at 9.480 / 6.188 eV.

```
20
C3H12NO4 | the OMol25 dataset | ωB97M-V with the def2-TZVPD basis set
O 0.515 0.434 1.505
C -0.429 -0.493 1.433
C -1.073 -0.495 0.057
N -0.061 -0.177 -0.879
C -0.350 -0.115 -2.279
O 0.042 -1.844 1.539
H -1.230 -0.371 2.174
H -1.858 0.261 -0.024
H -1.546 -1.456 -0.188
H 0.898 -0.350 -0.543
H 1.819 -0.231 0.708
H -1.326 -0.553 -2.446
H 0.383 -0.671 -2.866
H -0.274 0.929 -2.580
H 3.309 -0.075 0.127
H 0.760 -1.907 2.182
O 2.427 -0.406 -0.054
H -0.247 1.838 0.807
H -0.818 3.248 0.915
O -0.941 2.434 0.411
```

---

Computed relative energies in units of eV: (w) 0.812; (x) 0.000

---

(w)
ORCA calculation (ωB97M-V with the def2-TZVPD basis set) on the molecule C6H9NO.

Its total charge is 0. The calculation puts the frontier orbital gap at 9.567 eV. As for the SMILES: [H]/N=C\C[C@H]1C=COC1.

```
17
C6H9NO | the OMol25 dataset | ωB97M-V with the def2-TZVPD basis set
H -1.801 1.787 1.277
N -1.803 1.983 0.268
C -1.289 0.949 -0.249
C -1.280 -0.398 0.283
C 0.191 -0.846 0.449
C 0.813 -1.146 -0.924
C 1.498 -0.076 -1.286
O 1.768 0.833 -0.222
C 1.143 0.208 1.003
H -0.950 0.992 -1.326
H -1.742 -0.987 -0.564
H -1.786 -0.660 1.150
H 0.025 -1.811 0.912
H 0.513 -1.999 -1.527
H 1.941 0.198 -2.318
H 1.999 -0.170 1.594
H 0.761 1.140 1.480
```

---

(x)
ORCA calculation (ωB97M-V with the def2-TZVPD basis set) on the molecule C6H9NO.

Its total charge is 0. The calculation puts the frontier orbital gap at 10.365 eV. As for the SMILES: C(=C/[C@H]1CO1)/[C@@H]1CN1.

```
17
C6H9NO | the OMol25 dataset | ωB97M-V with the def2-TZVPD basis set
C 0.509 1.222 -0.050
C -0.686 0.934 -0.576
C -1.372 -0.298 -0.079
C -2.629 -0.106 0.655
O -2.671 -0.729 -0.768
C 1.365 0.161 0.585
C 2.423 -0.258 -0.308
N 1.347 -1.347 -0.083
H 0.937 2.045 -0.348
H -1.089 1.772 -1.118
H -0.852 -1.280 0.169
H -2.671 -0.778 1.757
H -3.103 0.871 0.798
H 1.717 0.089 1.600
H 3.416 -0.766 0.083
H 2.320 0.128 -1.334
H 1.040 -1.660 -0.982
```

---

(y)
ORCA calculation (ωB97M-V with the def2-TZVPD basis set) on the molecule C6H9NO.

Its total charge is 0. The calculation puts the frontier orbital gap at 7.431 eV.

```
17
C6H9NO | the OMol25 dataset | ωB97M-V with the def2-TZVPD basis set
C -0.292 0.863 -1.837
C 0.786 0.096 0.374
C -0.111 -0.966 0.675
N 1.823 0.436 1.134
C -1.352 0.222 0.479
C -0.061 1.046 -0.348
C -0.120 -2.288 0.691
O -2.359 -0.114 -0.178
H 2.171 -0.190 1.845
H 2.239 1.352 1.063
H -1.438 0.720 1.463
H 0.121 2.089 -0.075
H -1.029 -2.818 0.955
H 0.731 -2.888 0.381
H -0.373 -0.194 -2.090
H -1.244 1.323 -2.100
H 0.509 1.312 -2.430
```

---

(z)
ORCA calculation (ωB97M-V with the def2-TZVPD basis set) on a structure of composition C6H9NO.

Its total charge is 0. The calculation puts the frontier orbital gap at 9.475 eV.

```
17
C6H9NO | the OMol25 dataset | ωB97M-V with the def2-TZVPD basis set
C -3.412 0.021 0.664
C 0.677 -1.165 -0.185
C 1.997 -1.207 0.082
C 2.610 0.066 0.277
C 1.818 1.263 0.286
C 0.610 1.104 -0.376
H -1.739 -0.275 -0.596
H -4.422 -0.827 0.203
H -2.504 -0.523 1.701
H -3.768 1.068 1.297
H 0.089 -2.106 -0.175
H 2.537 -2.072 0.372
H 3.591 0.007 0.497
H 2.357 2.162 0.254
H 0.121 2.090 -0.564
N -0.084 -0.036 -0.385
O -2.684 0.029 -0.597
```

---

Computed relative energies in units of eV: (w) 0.000; (x) 3.666; (y) 1.157; (z) 2.248

---

(w)
ORCA calculation (ωB97M-V with the def2-TZVPD basis set) on a cluster of 10 separate species, C40H110N10O10 in total.

Its total charge is 0. The calculation puts the frontier orbital gap at 8.545 eV. As for the SMILES: COC[C@H](C)N.COC[C@H](C)N.COC[C@H](C)N.COC[C@H](C)N.COC[C@H](C)N.COC[C@H](C)N.COC[C@H](C)N.COC[C@H](C)N.COC[C@H](C)N.COC[C@H](C)N.

```
170
C40H110N10O10 | the OMol25 dataset | ωB97M-V with the def2-TZVPD basis set
C -8.843 -3.777 -0.980
O -7.517 -3.573 -0.555
C -6.883 -2.511 -1.250
C -5.448 -2.352 -0.757
C -5.476 -1.949 0.721
N -4.787 -1.331 -1.585
H -8.922 -4.006 -2.048
H -9.516 -2.988 -0.636
H -9.144 -4.704 -0.483
H -6.895 -2.746 -2.326
H -7.469 -1.592 -1.130
H -4.880 -3.285 -0.857
H -5.705 -2.842 1.300
H -6.227 -1.180 0.900
H -4.487 -1.568 0.984
H -4.871 -1.666 -2.541
H -3.794 -1.425 -1.333
C 0.864 2.326 4.298
O 1.440 2.334 5.584
C 2.740 1.799 5.616
C 3.453 2.230 6.883
C 3.644 3.722 7.142
N 4.774 1.571 6.932
H 1.457 2.950 3.624
H -0.194 2.565 4.323
H 0.937 1.323 3.851
H 2.748 0.703 5.519
H 3.351 2.083 4.743
H 2.925 1.792 7.736
H 4.108 4.229 6.293
H 4.253 3.806 8.039
H 2.697 4.235 7.309
H 4.625 0.568 6.917
H 5.315 1.823 6.110
C 5.876 -0.504 -0.648
O 6.022 -1.677 0.118
C 4.786 -2.211 0.527
C 5.109 -3.280 1.584
C 5.628 -4.585 0.983
N 3.930 -3.577 2.396
H 6.882 -0.166 -0.893
H 5.340 0.271 -0.086
H 5.323 -0.664 -1.581
H 4.234 -1.417 1.058
H 4.068 -2.526 -0.241
H 5.925 -2.910 2.205
H 6.035 -5.214 1.783
H 6.494 -4.530 0.312
H 4.895 -5.189 0.441
H 3.363 -4.246 1.880
H 4.177 -4.073 3.245
C -5.301 5.503 3.972
O -4.055 4.951 3.618
C -3.968 4.478 2.315
C -2.653 3.784 2.020
C -1.433 4.640 2.292
N -2.620 3.264 0.660
H -5.581 6.283 3.258
H -5.166 5.963 4.949
H -6.086 4.749 4.064
H -4.773 3.835 1.925
H -4.040 5.320 1.599
H -2.660 2.926 2.711
H -1.340 5.000 3.318
H -1.431 5.510 1.629
H -0.523 4.077 2.074
H -2.100 2.398 0.635
H -3.528 2.899 0.329
C 2.090 -0.828 -3.450
O 3.072 -0.124 -2.706
C 3.526 1.021 -3.388
C 3.482 2.247 -2.457
C 2.080 2.613 -2.024
N 4.144 3.389 -3.082
H 1.916 -1.851 -3.124
H 2.271 -0.926 -4.526
H 1.156 -0.265 -3.357
H 4.523 0.838 -3.810
H 2.915 1.295 -4.262
H 4.047 1.995 -1.552
H 1.527 1.776 -1.593
H 1.494 2.924 -2.897
H 2.033 3.411 -1.286
H 3.537 3.793 -3.791
H 4.969 3.096 -3.596
C 2.377 -6.647 2.201
O 2.042 -5.950 1.020
C 0.695 -5.589 0.896
C 0.465 -5.117 -0.551
C 1.454 -4.036 -0.933
N -0.910 -4.667 -0.756
H 2.137 -6.018 3.062
H 3.435 -6.898 2.220
H 1.828 -7.593 2.221
H 0.040 -6.445 1.098
H 0.449 -4.760 1.573
H 0.587 -6.020 -1.165
H 1.197 -3.520 -1.859
H 2.451 -4.438 -1.132
H 1.621 -3.288 -0.154
H -1.521 -5.468 -0.595
H -1.003 -4.563 -1.776
C -8.843 1.753 -3.029
O -7.660 2.386 -2.566
C -6.925 1.558 -1.690
C -5.582 2.278 -1.396
C -4.642 2.487 -2.571
N -4.862 1.524 -0.360
H -9.566 1.786 -2.208
H -8.662 0.735 -3.376
H -9.282 2.317 -3.850
H -7.488 1.460 -0.751
H -6.754 0.552 -2.090
H -5.981 3.225 -1.024
H -3.854 3.184 -2.273
H -5.112 2.985 -3.422
H -4.158 1.593 -2.969
H -5.452 1.367 0.454
H -4.732 0.574 -0.749
C -2.125 -0.954 -5.816
O -1.592 -1.943 -4.945
C -1.006 -3.011 -5.640
C -0.396 -3.978 -4.641
C 0.600 -4.946 -5.246
N -1.391 -4.717 -3.798
H -2.381 -0.069 -5.244
H -2.986 -1.370 -6.348
H -1.393 -0.715 -6.594
H -1.720 -3.572 -6.262
H -0.209 -2.672 -6.313
H 0.122 -3.338 -3.913
H 1.389 -4.396 -5.754
H 0.066 -5.591 -5.955
H 0.985 -5.642 -4.502
H -1.687 -5.504 -4.371
H -2.136 -4.021 -3.745
C 3.685 2.982 1.725
O 4.899 3.241 2.406
C 5.787 4.028 1.637
C 7.012 4.506 2.412
C 6.598 5.390 3.587
N 7.835 5.328 1.495
H 3.185 2.136 2.190
H 3.830 2.791 0.659
H 3.020 3.841 1.857
H 6.000 3.588 0.657
H 5.275 4.974 1.403
H 7.634 3.693 2.789
H 5.934 6.193 3.246
H 7.470 5.873 4.023
H 5.988 4.820 4.287
H 7.701 4.954 0.559
H 7.463 6.272 1.451
C 1.233 -0.102 0.930
O -0.122 0.339 0.847
C -0.999 -0.637 0.284
C -0.859 -0.827 -1.201
C -1.251 0.389 -2.035
N -1.748 -1.905 -1.650
H 1.371 -0.774 1.779
H 1.845 0.794 1.001
H 1.486 -0.582 -0.020
H -0.791 -1.572 0.820
H -1.992 -0.302 0.590
H 0.148 -1.184 -1.446
H -2.286 0.650 -1.809
H -1.082 0.245 -3.100
H -0.685 1.271 -1.734
H -1.579 -2.846 -1.288
H -1.815 -1.921 -2.658
```

---

(x)
ORCA calculation (ωB97M-V with the def2-TZVPD basis set) on a structure of composition C40H110N10O10.

Its total charge is 0. The calculation puts the frontier orbital gap at 6.476 eV.

```
170
C40H110N10O10 | the OMol25 dataset | ωB97M-V with the def2-TZVPD basis set
C -3.699 2.439 -1.867
C -2.562 2.479 -2.937
C -2.579 1.465 -4.114
O -2.124 0.210 -3.619
C -2.170 -0.747 -4.685
N -2.574 3.820 -3.339
H -4.693 2.594 -2.287
H -3.635 3.145 -1.038
H -3.785 1.443 -1.432
H -1.609 2.400 -2.414
H -1.758 1.844 -4.722
H -3.497 1.272 -4.669
H -1.351 -1.464 -4.623
H -2.024 -0.373 -5.698
H -3.146 -1.222 -4.581
H -2.396 4.492 -2.607
H -1.903 3.961 -4.080
C -1.779 2.925 1.000
C -2.306 1.656 1.693
C -3.689 1.202 1.083
O -4.777 2.156 1.308
C -5.420 1.887 2.538
N -1.379 0.582 1.514
H -0.794 3.228 1.357
H -2.335 3.813 1.301
H -1.608 2.689 -0.050
H -2.386 1.800 2.771
H -4.027 0.212 1.389
H -3.519 1.102 0.011
H -4.828 2.211 3.393
H -5.514 0.812 2.687
H -6.439 2.273 2.501
H -1.529 0.319 0.550
H -0.412 0.768 1.737
C -0.284 -2.607 3.708
C -1.414 -1.643 4.171
C -0.858 -0.408 4.941
O -1.683 0.817 4.817
C -1.054 1.908 5.522
N -1.946 -1.112 2.912
H 0.175 -3.215 4.487
H 0.484 -1.943 3.309
H -0.484 -3.267 2.864
H -2.198 -2.245 4.630
H 0.103 -0.203 4.469
H -0.650 -0.653 5.982
H -1.052 1.717 6.595
H -1.550 2.874 5.426
H -0.032 2.016 5.157
H -2.522 -1.677 2.305
H -2.433 -0.234 3.022
C 1.033 -1.868 -4.555
C 2.043 -1.472 -3.559
C 3.202 -0.724 -4.213
O 4.353 -0.781 -3.368
C 5.425 -0.094 -3.963
N 1.591 -0.660 -2.435
H 0.092 -2.024 -4.026
H 1.331 -2.824 -4.986
H 0.813 -1.097 -5.293
H 2.357 -2.407 -3.097
H 2.970 0.298 -4.511
H 3.402 -1.366 -5.071
H 5.220 0.956 -3.757
H 5.504 -0.388 -5.010
H 6.251 -0.522 -3.396
H 0.963 0.109 -2.621
H 2.442 -0.163 -2.215
C -0.550 -4.751 2.944
C -0.734 -5.761 1.858
C -0.467 -5.244 0.377
O -1.590 -4.417 0.146
C -1.794 -4.003 -1.159
N 0.114 -6.851 2.182
H -1.400 -4.078 2.831
H 0.415 -4.254 2.854
H -0.614 -5.138 3.961
H -1.746 -6.152 1.962
H -0.382 -6.030 -0.373
H 0.466 -4.694 0.264
H -0.950 -3.462 -1.586
H -2.742 -3.483 -1.300
H -2.046 -4.934 -1.667
H -0.069 -7.248 3.092
H 0.012 -7.673 1.603
C 1.748 -4.534 2.987
C 3.191 -4.486 3.730
C 3.199 -3.640 4.995
O 4.536 -3.491 5.232
C 4.697 -2.760 6.432
N 3.575 -5.918 4.009
H 1.648 -3.650 2.357
H 0.954 -4.521 3.734
H 1.557 -5.340 2.278
H 3.897 -4.031 3.036
H 2.663 -4.241 5.730
H 2.577 -2.757 4.847
H 4.327 -3.344 7.276
H 4.171 -1.806 6.414
H 5.756 -2.619 6.650
H 4.524 -6.090 4.309
H 3.044 -6.051 4.858
C 0.259 1.974 -5.935
C 0.951 2.862 -4.908
C -0.027 3.235 -3.789
O -1.003 4.161 -4.373
C -0.764 5.567 -4.361
N 2.219 2.199 -4.427
H -0.390 1.173 -5.581
H 0.873 1.582 -6.746
H -0.472 2.547 -6.505
H 1.291 3.728 -5.477
H 0.477 3.541 -2.873
H -0.464 2.306 -3.422
H -1.738 5.992 -4.603
H 0.052 5.902 -5.002
H -0.575 6.012 -3.385
H 2.782 2.731 -3.779
H 2.799 1.905 -5.200
C 0.678 -2.700 1.209
C 0.824 -1.222 0.804
C -0.152 -0.794 -0.380
O 0.151 0.591 -0.573
C -0.677 1.380 -1.495
N 0.449 -0.453 1.988
H -0.263 -2.910 1.718
H 1.512 -2.943 1.867
H 0.651 -3.344 0.329
H 1.829 -1.061 0.413
H -1.191 -0.868 -0.057
H 0.033 -1.470 -1.215
H -0.273 1.756 -2.435
H -1.021 2.290 -1.003
H -1.559 0.791 -1.749
H -0.467 -0.710 2.329
H 0.203 0.376 1.467
C -2.746 6.296 -3.510
C -3.115 6.314 -1.935
C -1.978 5.769 -1.066
O -1.601 4.483 -1.609
C -0.331 3.898 -1.309
N -3.631 7.655 -1.673
H -3.435 6.817 -4.175
H -2.619 5.278 -3.878
H -1.741 6.711 -3.586
H -4.020 5.717 -1.819
H -2.218 5.846 -0.006
H -1.288 6.602 -1.199
H -0.344 3.819 -0.222
H 0.391 4.640 -1.650
H -0.234 2.888 -1.707
H -3.998 7.886 -2.585
H -4.471 7.597 -1.115
C 2.787 -1.100 4.033
C 3.049 -0.185 2.839
C 3.236 -1.081 1.570
O 4.567 -1.547 1.467
C 4.636 -2.727 0.661
N 1.951 0.804 2.693
H 2.535 -0.408 4.836
H 3.569 -1.858 4.078
H 1.823 -1.602 3.946
H 3.972 0.289 3.174
H 3.081 -0.510 0.654
H 2.569 -1.941 1.638
H 4.244 -3.629 1.131
H 5.674 -2.956 0.421
H 4.163 -2.514 -0.298
H 2.068 1.254 1.796
H 1.117 0.333 2.372
```

---

Computed relative energies in units of eV: (w) 0.000; (x) 46.671

---

(w)
ORCA calculation (ωB97M-V with the def2-TZVPD basis set) on the molecule C2H6N2S2.

Its total charge is 0. The calculation puts the frontier orbital gap at 9.572 eV. As for the SMILES: [H]/N=C(/NS)SC.

```
12
C2H6N2S2 | the OMol25 dataset | ωB97M-V with the def2-TZVPD basis set
H 1.127 2.654 -0.426
N 0.269 2.274 -0.049
C 0.049 1.031 -0.147
N -1.131 0.512 0.404
S -1.990 -0.602 -0.484
S 1.235 -0.122 -0.788
C 1.135 -1.617 0.365
H -1.827 1.215 0.806
H -2.419 0.338 -1.445
H 1.546 -1.282 1.381
H 1.869 -2.388 -0.055
H 0.136 -2.013 0.437
```

---

(x)
ORCA calculation (ωB97M-V with the def2-TZVPD basis set) on a structure of composition C2H6N2S2.

Its total charge is 0. The calculation puts the frontier orbital gap at 7.762 eV.

```
12
C2H6N2S2 | the OMol25 dataset | ωB97M-V with the def2-TZVPD basis set
C 1.593 -0.750 -0.278
C -0.335 0.737 0.068
H 2.653 -0.682 -0.298
H 1.328 -1.332 0.521
H 1.038 -1.104 -1.215
H 1.572 1.363 0.386
H -0.697 -1.113 1.151
H -3.042 0.794 -0.270
N 0.993 0.605 0.001
N -1.161 -0.270 0.173
S -1.119 2.270 -0.105
S -2.822 -0.518 -0.134
```

---

Computed relative energies in units of eV: (w) 0.000; (x) 1.653

---

(w)
ORCA calculation (ωB97M-V with the def2-TZVPD basis set) on the molecule C2H6N2S2.

Its total charge is 0. The calculation puts the frontier orbital gap at 8.169 eV. As for the SMILES: NN1SCCS1.

```
12
C2H6N2S2 | the OMol25 dataset | ωB97M-V with the def2-TZVPD basis set
N -2.494 -0.310 -0.195
N -1.133 -0.103 -0.374
S -0.510 1.406 0.301
C 1.126 0.961 -0.383
C 1.479 -0.369 0.317
S 0.075 -1.487 0.087
H -2.686 -1.361 -0.511
H -2.692 -0.196 0.867
H 1.857 1.560 0.041
H 1.087 1.071 -1.521
H 2.384 -0.874 -0.126
H 1.508 -0.297 1.498
```

---

(x)
ORCA calculation (ωB97M-V with the def2-TZVPD basis set) on the molecule C2H6N2S2.

Its total charge is 0. The calculation puts the frontier orbital gap at 8.783 eV. As for the SMILES: CNC(=S)NS.

```
12
C2H6N2S2 | the OMol25 dataset | ωB97M-V with the def2-TZVPD basis set
C -1.544 0.373 -0.103
N -0.558 -0.578 -0.675
C 0.777 -0.527 -0.582
S 1.531 -1.850 -1.291
N 1.570 0.516 0.031
S 1.141 1.134 1.578
H -1.750 0.280 1.032
H -2.484 0.197 -0.629
H -1.162 1.375 -0.315
H -0.904 -1.265 -1.355
H 2.531 0.262 -0.041
H 0.853 0.083 2.351
```

---

Computed relative energies in units of eV: (w) 2.290; (x) 0.000